Formula: C3H2GdO2
Source: the Open Molecules 2025 dataset
Level of theory: wB97M-V/def2-TZVPD

Last column: Mulliken charge in e.
Positions of all 8 atoms, in Å:
O (-0.551, 1.511, -0.019)  -0.72
C (-1.040, 0.303, 0.072)  0.25
C (-0.264, -0.817, -0.093)  -0.38
O (1.012, -0.434, -0.561)  -0.24
C (1.867, -0.606, 0.533)  -0.08
Gd (1.659, 1.706, -0.091)  1.40
H (-2.098, 0.190, 0.346)  0.40
H (-0.583, -1.854, -0.187)  0.37

Properties
highest occupied orbital energy (spin up / spin down): -12.865 / -12.496 eV
largest force on an atom: 3.360 eV/Å
LUMO level (spin up / spin down): -6.074 / -5.719 eV
energy relative to the best compared isomer or geometry (same formula, charge and spin): 195.7 kJ/mol
DFT total energy: -28060.4335 eV
frontier orbital gap (spin up / spin down): 6.8 / 6.8 eV
molecular weight: 227.30 g mol⁻¹
charge: +1
2S+1: 8